The following is a DFT calculation (ωB97M-V with the def2-TZVPD basis set) of a cluster of 2 separate species, C6H11N4O2 in total in a non-equilibrium geometry.

Positions of all 23 atoms, in Å:
C1 2.535 2.001 -0.333
C2 2.606 2.994 0.647
C3 -2.458 -0.848 -0.820
C4 -2.158 -2.160 -0.009
C5 0.179 -1.588 0.482
C6 -0.202 -0.638 -0.582
N1 0.756 1.848 0.861
N2 1.378 1.365 -0.121
N3 -1.367 -0.010 -0.388
N4 3.530 3.910 0.938
O1 1.495 2.891 1.381
O2 -0.790 -2.456 -0.132
H1 3.219 1.742 -1.109
H2 -2.379 -1.053 -1.889
H3 -3.429 -0.413 -0.597
H4 -2.449 -2.029 1.040
H5 -2.684 -3.012 -0.441
H6 1.152 -2.064 0.404
H7 -0.066 -1.294 1.504
H8 0.110 -0.854 -1.595
H9 -1.485 0.367 0.552
H10 4.325 4.030 0.338
H11 3.350 4.583 1.663

As for the net charge: +1. The calculation puts the gap between HOMO and LUMO at 8.1 eV. For the energy relative to the best compared isomer or geometry (same formula, charge and spin), the calculation gives 358.49 kJ/mol. The calculation puts the max |F| at 1.3 eV Å⁻¹. As for the LUMO energy: -4.00 eV. As for the total energy: -604.359578 a.u.

The following is a DFT calculation (ωB97M-V with the def2-TZVPD basis set) of an isolated molecule of C2H3N3OS in a non-equilibrium geometry.

Positions of all 10 atoms, in Å:
H1 -0.308 -0.994 2.696
N1 -0.055 -1.545 2.022
C1 -0.115 -0.968 0.952
N2 0.073 -1.392 -0.337
C2 -0.097 -0.321 -1.085
N3 -0.309 0.739 -0.476
S1 -0.020 2.227 -1.242
O1 -0.334 0.521 0.888
H2 -0.128 -0.369 -2.121
H3 1.292 2.102 -1.296

As for the net charge: 0. The calculation puts the gap between HOMO and LUMO at 9.3 eV. For the energy relative to the best compared isomer or geometry (same formula, charge and spin), the calculation gives 279.16 kJ/mol. The calculation puts the max |F| at 6.8 eV Å⁻¹. As for the LUMO energy: 0.14 eV. As for the total energy: -715.589908 a.u. Its SMILES is [H]/N=c1/ncn(S)o1.